Record 1
Entry from the Open Molecules 2025 dataset: the molecule C6H14NO (ωB97M-V/def2-TZVPD).

The calculation puts the LUMO energy (alpha / beta) at 0.546 / 0.347 eV. For the energy above the lowest of the compared OMol25 structures with the same formula, charge and spin, the calculation gives 95.65 kcal per mole. The value obtained for the electronic energy is -9980.5233 eV. For the frontier orbital gap (alpha / beta), the calculation gives 3.79 / 9.19 eV. The charge is 0. The spin multiplicity is 2.

XYZ file:
```
22
Properties=species:S:1:pos:R:3:forces:R:3:mulliken_charge:R:1
C -1.40835 1.81369 0.18462 2.3 -2.2 2.1 -0.64
O -1.84090 1.85208 1.55650 0.4 3.2 0.9 -0.19
C -0.53570 0.46469 0.23714 -1.6 1.3 -0.6 -0.62
C 0.32940 0.25745 -0.99818 0.4 3.2 0.4 -0.79
C 1.26671 -0.89917 -0.67861 -2.1 -1.8 -3.9 0.70
C 0.95076 -2.09656 -1.29822 2.3 1.0 -0.8 -0.82
C 2.23657 -0.68951 0.35934 0.8 2.3 1.7 -1.52
N -1.51234 -0.70747 0.54259 0.5 3.2 0.6 -1.69
H -2.17368 1.89131 -0.54597 -1.1 -0.4 -0.4 0.22
H -0.70973 2.59155 -0.05186 0.5 0.7 0.1 0.36
H -1.40428 2.66918 2.03309 -1.4 -2.4 -1.4 0.27
H 0.09646 0.58585 1.17159 -0.7 -0.3 -1.2 -0.20
H 0.85996 1.40167 -0.93086 -0.5 -3.3 -0.5 0.31
H -0.17913 0.30905 -2.04915 0.7 -0.7 2.2 0.33
H 0.03835 -2.28441 -1.87350 0.2 0.7 0.1 0.38
H 1.79691 -2.75733 -1.67242 -1.1 0.1 1.7 0.26
H 2.58714 0.40968 0.38559 -0.6 -1.6 0.2 0.24
H 3.11046 -1.29437 0.42041 0.6 -0.8 -0.5 0.50
H 1.68540 -0.93715 1.30145 0.4 0.5 -0.1 0.31
H -0.99465 -1.43109 1.09885 -0.2 -0.8 0.0 0.96
H -2.22073 -0.21201 1.14950 0.3 -1.0 0.0 0.54
H -1.97865 -0.93714 -0.34191 -0.2 -0.9 -0.3 1.09
```
Forces are in eV/Å.

---

Record 2
Entry from the Open Molecules 2025 dataset: a structure of composition C36H24Cl3FInN3O4SSe (ωB97M-V/def2-TZVPD).

The calculation puts the LUMO energy at 3.740 eV. For the energy above the lowest of the compared OMol25 structures with the same formula, charge and spin, the calculation gives 8.83 kcal per mole. The value obtained for the electronic energy is -172027.2079 eV. For the frontier orbital gap, the calculation gives 4.60 eV. The charge is -2.

XYZ file:
```
74
Properties=species:S:1:pos:R:3:forces:R:3:mulliken_charge:R:1
In 2.14172 0.21877 0.11157 0.3 0.4 0.4 0.95
Cl 5.59615 4.91847 -4.41893 0.0 0.0 0.0 -0.31
C 5.05881 3.55117 -3.44967 0.0 0.0 0.0 0.24
C 5.92971 2.99753 -2.49993 0.0 0.0 0.0 -0.54
C 5.53688 1.91815 -1.75875 0.0 0.0 0.0 -0.65
C 4.24809 1.31812 -1.91595 0.0 -0.1 -0.2 -0.13
O 3.94670 0.25461 -1.28785 -0.2 0.0 0.3 -0.50
C 3.37029 1.93813 -2.85700 0.1 0.1 0.1 0.97
C 2.02606 1.49057 -3.08180 0.0 -0.1 -0.1 -0.40
N 1.37074 0.59312 -2.43695 -0.1 0.1 0.1 -0.05
C 0.02670 0.41463 -2.80266 0.0 -0.1 -0.1 0.09
C -0.77713 1.43283 -3.25654 0.0 0.1 0.0 -0.11
C -2.14167 1.22708 -3.53796 0.0 0.0 0.0 -0.98
C -2.72410 0.01038 -3.33982 0.0 0.0 0.0 -0.93
C -1.94541 -1.05957 -2.83684 0.0 0.0 0.0 1.72
C -2.50364 -2.31816 -2.51449 0.0 0.0 0.0 -0.87
C -1.71924 -3.28074 -1.95764 0.0 0.0 0.0 -0.65
C -0.35128 -2.99573 -1.74807 0.0 0.0 0.0 -0.15
N 0.20506 -1.85838 -2.06409 0.1 0.0 0.0 -0.13
C -0.56842 -0.87300 -2.58220 0.0 0.1 0.0 -0.46
C 3.80508 3.03548 -3.61981 0.0 0.0 0.0 -1.05
H 6.90799 3.44010 -2.35588 0.0 0.0 0.0 0.37
H 6.18305 1.48687 -1.00521 0.0 0.0 0.0 0.44
H 1.53870 1.99133 -3.92871 0.0 0.0 0.0 0.44
H -0.38173 2.43777 -3.32180 0.0 0.0 0.0 0.53
H -2.73757 2.06559 -3.87965 0.0 0.0 0.0 0.33
H -3.78131 -0.14513 -3.52531 0.0 0.0 0.0 0.35
H -3.56279 -2.48327 -2.68500 0.0 0.0 0.0 0.35
H -2.12031 -4.23607 -1.64684 0.0 0.0 0.0 0.37
H 0.28895 -3.72979 -1.27129 0.0 0.0 0.0 0.37
H 3.12889 3.48027 -4.34162 0.0 0.0 0.0 0.35
Cl 2.96839 -2.48049 -0.84481 0.0 -0.2 -0.1 -0.01
C 4.27068 -2.97915 0.18686 0.0 0.0 0.0 0.60
C 4.90496 -4.15430 -0.17732 0.0 0.0 0.0 -0.68
C 5.94668 -4.66123 0.58273 0.0 0.0 0.0 -0.40
C 6.33680 -3.96516 1.71480 0.0 0.0 0.0 -0.71
C 5.69240 -2.79161 2.05819 0.0 0.0 0.0 0.22
Cl 6.26475 -1.99280 3.50401 0.0 0.0 0.0 -0.27
C 4.62852 -2.21736 1.32352 0.0 0.0 0.0 -0.07
S 3.91134 -0.73043 1.83310 -0.1 -0.1 -0.1 -0.19
H 4.56752 -4.66835 -1.06778 0.0 0.0 0.0 0.37
H 6.44377 -5.57986 0.29822 0.0 0.0 0.0 0.33
H 7.14334 -4.32252 2.34145 0.0 0.0 0.0 0.37
C -4.97191 -1.76850 3.20043 0.0 0.0 0.0 -1.66
C -4.48380 -0.34893 3.46999 0.0 0.0 0.0 0.47
C -5.64008 0.63058 3.32230 0.0 0.0 0.0 -1.05
C -5.17994 2.05608 3.57208 0.0 0.0 0.0 -1.07
C -4.05441 2.38816 2.63167 0.0 0.0 0.0 1.39
C -3.81988 3.68352 2.21523 0.0 0.0 0.0 -0.90
C -2.76600 3.96295 1.35764 0.0 0.0 0.0 0.15
F -2.57531 5.25838 1.00077 0.0 0.0 0.0 -0.39
C -1.93945 2.98523 0.87543 0.0 0.0 0.0 -1.21
C -2.18747 1.66793 1.26588 0.0 0.0 0.0 0.63
C -1.30503 0.60872 0.72867 0.0 0.0 -0.1 0.32
O -0.60754 0.81994 -0.24926 -0.1 -0.1 0.0 0.12
C -1.37230 -0.65191 1.43568 0.0 0.0 0.0 0.67
C -2.41919 -0.87691 2.25257 0.0 0.0 0.0 -0.80
N -3.39481 0.03465 2.56231 0.0 0.0 0.0 0.40
C -3.22328 1.36040 2.15535 0.0 0.0 0.0 -0.67
C -0.34317 -1.75447 1.26419 -0.1 0.0 0.0 -0.01
O -0.73511 -2.91755 1.43576 0.0 0.0 0.0 -0.79
O 0.84435 -1.39281 1.02309 0.1 0.1 -0.4 -0.50
H -5.87950 -1.94732 3.77996 0.0 0.0 0.0 0.44
H -4.24631 -2.52926 3.47831 0.0 0.0 0.0 0.50
H -5.20274 -1.89091 2.14071 0.0 0.0 0.0 0.35
H -4.11630 -0.28987 4.50437 0.0 0.0 0.0 0.11
H -6.43280 0.34133 4.01521 0.0 0.0 0.0 0.38
H -6.03785 0.54610 2.30553 0.0 0.0 0.0 0.32
H -4.84810 2.15426 4.61175 0.0 0.0 0.0 0.32
H -6.00227 2.76118 3.43304 0.0 0.0 0.0 0.42
H -4.44957 4.49389 2.56387 0.0 0.0 0.0 0.47
H -1.08258 3.18472 0.23988 0.0 0.0 0.0 0.61
H -2.50534 -1.85721 2.69689 0.0 0.0 0.0 0.44
Se 1.90357 2.58978 0.77441 0.0 -0.1 0.0 -0.93
```
Forces are in eV/Å.

---

Record 3
Entry from the Open Molecules 2025 dataset: a structure of composition C44H42N5O3P2PtSe2 (ωB97M-V/def2-TZVPD).

The calculation puts the LUMO energy at -3.347 eV. For the energy above the lowest of the compared OMol25 structures with the same formula, charge and spin, the calculation gives 62.60 kcal per mole. The value obtained for the electronic energy is -212413.5560 eV. For the frontier orbital gap, the calculation gives 6.81 eV. The charge is +1.

XYZ file:
```
99
Properties=species:S:1:pos:R:3:forces:R:3:mulliken_charge:R:1
Pt -1.81999 -0.53413 0.08868 -1.1 -2.6 0.3 1.67
N -2.31103 -0.79586 2.54877 0.2 0.5 0.3 -0.57
N -3.61758 -1.27597 2.54319 0.1 -0.1 -0.1 -0.18
C -4.32515 -1.37130 1.35430 0.0 0.0 -0.2 0.50
O -5.53256 -1.49272 1.39766 0.0 -0.1 -0.1 -0.70
O -3.62844 -1.36434 0.24086 -0.7 0.4 0.1 -0.81
H -1.67053 -1.44016 2.99705 -0.1 -0.1 0.0 0.24
H -2.26140 0.10242 3.01663 0.0 0.0 0.1 0.25
H -4.17626 -1.19198 3.37683 0.0 0.0 0.0 0.25
Se 4.15448 0.15924 -2.94970 -0.1 0.0 -0.1 -0.38
P 4.02034 -0.45124 -0.95045 0.1 0.1 -0.4 0.64
C 4.46085 -2.17081 -0.64023 -0.1 -0.1 0.2 0.53
C 4.33853 -2.71116 0.64227 -0.1 0.0 -0.1 -0.17
C 4.76703 -4.00256 0.89959 0.0 0.0 0.0 -1.01
C 5.34358 -4.75147 -0.12110 0.0 0.0 0.0 -0.78
C 5.47467 -4.21340 -1.39207 0.0 0.1 0.0 -0.70
C 5.02550 -2.92547 -1.65958 0.1 -0.1 0.0 -0.73
C 5.05512 0.52461 0.17567 -0.1 0.0 0.2 0.70
C 4.85962 1.90598 0.25048 -0.1 0.0 0.0 -0.46
C 5.61574 2.66641 1.12579 0.0 0.0 0.0 -0.77
C 6.59754 2.06859 1.90709 0.0 0.0 0.0 -0.49
C 6.83382 0.70884 1.79535 0.0 0.0 0.0 -0.72
C 6.06465 -0.06415 0.93484 0.0 0.0 0.0 -0.18
C 2.28897 -0.22410 -0.38782 0.2 0.3 0.2 -0.23
C 1.12468 -1.01331 -0.36850 0.2 -0.1 0.6 -0.23
N 0.13112 -0.19322 -0.01403 -0.2 1.7 -0.5 0.28
N 0.63382 1.02585 0.14477 0.4 -0.2 -0.9 -0.18
N 1.92264 1.03362 -0.08924 -0.2 0.0 -0.1 -0.42
P 0.63103 -2.73321 -0.43962 0.3 -0.1 -0.3 0.20
Se -1.49104 -2.73574 -0.88250 0.4 0.2 -0.1 -0.26
C 0.96673 -3.45906 1.16530 0.0 0.0 0.2 1.18
C 0.68261 -4.81092 1.36977 0.0 0.0 0.0 -0.40
C 0.91208 -5.38706 2.60775 0.0 0.0 0.0 -0.90
C 1.39287 -4.61173 3.65679 0.0 0.0 0.0 -0.63
C 1.63089 -3.25776 3.46970 0.0 0.0 0.0 -0.84
C 1.41917 -2.67873 2.22488 0.1 0.0 0.1 -0.39
C 1.56380 -3.52745 -1.73782 0.0 -0.1 -0.2 0.90
C 2.13589 -4.78887 -1.60102 0.0 0.0 0.0 -0.22
C 2.70658 -5.40079 -2.70727 0.0 0.0 0.0 -0.82
C 2.72092 -4.75446 -3.93334 0.0 0.0 0.0 -0.63
C 2.16389 -3.48794 -4.06566 0.0 0.0 0.0 -0.78
C 1.57359 -2.87693 -2.97532 0.0 0.0 0.1 -0.41
H 3.91841 -2.11590 1.44439 0.0 0.0 0.0 0.83
H 4.66669 -4.41628 1.89545 0.0 0.0 0.0 0.47
H 5.69419 -5.75621 0.07972 0.0 0.0 0.0 0.42
H 5.93087 -4.79471 -2.18317 0.0 0.0 0.0 0.48
H 5.11093 -2.49788 -2.65151 0.0 0.0 0.0 0.30
H 4.10911 2.37712 -0.37061 0.0 0.0 0.0 0.46
H 5.44309 3.73317 1.19268 0.0 0.0 0.0 0.41
H 7.18857 2.66686 2.58888 0.0 0.0 0.0 0.39
H 7.62106 0.24332 2.37352 0.0 0.0 0.0 0.41
H 6.26312 -1.12277 0.85965 0.0 0.0 0.0 0.38
H 0.26798 -5.40960 0.56721 0.0 0.0 0.0 0.62
H 0.70702 -6.43872 2.75784 0.0 0.0 0.0 0.47
H 1.57064 -5.06307 4.62443 0.0 0.0 0.0 0.44
H 1.98601 -2.64915 4.29138 0.0 0.0 0.0 0.51
H 1.62155 -1.62357 2.08415 0.0 0.0 0.0 0.47
H 2.16022 -5.28676 -0.64255 0.0 0.0 0.0 0.50
H 3.14297 -6.38594 -2.60592 0.0 0.0 0.0 0.47
H 3.17344 -5.23571 -4.79119 0.0 0.0 0.0 0.42
H 2.18065 -2.98015 -5.02075 0.0 0.0 0.0 0.45
H 1.12790 -1.89477 -3.08138 0.0 0.0 0.0 0.37
C -8.63480 5.27788 -0.30975 0.1 0.0 0.0 -1.51
C -7.57978 4.21000 -0.39508 0.0 0.1 0.0 0.60
C -7.92050 2.87322 -0.50889 0.0 -0.1 0.0 -0.89
C -6.95700 1.87377 -0.57900 -0.2 -0.1 0.0 0.94
C -7.41905 0.44027 -0.72754 0.1 0.1 0.1 -1.70
C -5.59903 2.24193 -0.51932 0.1 -0.2 0.0 0.46
C -4.62784 1.15527 -0.50841 -0.1 -0.1 -0.1 -0.53
O -3.41871 1.27245 -0.31768 0.5 0.7 0.2 -0.73
C -5.23158 3.60153 -0.42808 0.2 0.1 0.0 0.97
C -3.79287 4.06082 -0.41903 -0.1 -0.1 0.1 -1.06
C -6.22706 4.55593 -0.37167 -0.1 0.0 0.0 -1.00
H -9.63641 4.85814 -0.37791 0.0 0.0 0.0 0.36
H -8.50846 6.00612 -1.11198 0.0 0.0 0.0 0.35
H -8.55245 5.81940 0.63405 0.0 0.0 0.0 0.34
H -8.96764 2.59410 -0.53806 0.0 0.0 0.0 0.29
H -8.50336 0.39425 -0.65246 0.0 0.0 0.0 0.36
H -6.99777 -0.22054 0.03101 0.0 0.0 0.0 0.36
H -7.13420 0.03856 -1.70232 0.0 0.0 0.0 0.38
H -5.02105 0.14867 -0.66533 0.0 0.0 0.0 0.64
H -3.27320 3.73511 -1.32323 0.0 0.0 0.0 0.29
H -3.24986 3.63954 0.42811 0.0 0.0 0.0 0.15
H -3.74615 5.14753 -0.36302 0.0 0.0 0.0 0.35
H -5.95103 5.60229 -0.29621 0.0 0.0 0.0 0.36
C -0.68836 2.35945 -0.30451 2.2 -2.2 0.8 -1.25
C -0.05194 3.62224 -0.34825 0.2 1.1 0.0 0.75
C 0.17351 4.34424 0.83563 -0.1 -0.2 -0.2 -0.21
C 0.78874 5.57469 0.78312 0.1 0.1 -0.2 -0.94
C 1.18265 6.08764 -0.45324 0.0 0.1 0.0 -0.29
C 0.96221 5.38891 -1.63535 0.0 0.1 0.2 -0.83
C 0.34377 4.15624 -1.58350 -0.1 -0.2 0.2 -0.24
H -0.88512 1.82611 -1.22577 -0.7 0.3 0.0 0.49
H -1.05019 1.94820 0.61937 -1.5 0.8 0.0 0.88
H -0.13985 3.91702 1.78108 0.0 0.0 0.0 0.45
H 0.96270 6.14277 1.68630 0.0 0.0 0.0 0.45
H 1.66807 7.05503 -0.49363 0.0 0.0 0.0 0.44
H 1.27132 5.81034 -2.58120 0.0 0.0 0.0 0.45
H 0.14911 3.59407 -2.48921 0.0 0.0 0.0 0.49
```
Forces are in eV/Å.

---

Number 1: F_max 0.09233 hartree/bohr. Number 2: F_max 0.01269 hartree/bohr. Number 3: F_max 0.06294 hartree/bohr.